No. 1
# H80O40

A 40-piece molecular cluster, H80O40 overall (ωB97M-V/def2-TZVPD, the Open Molecules 2025 dataset).

The geometry in XYZ format:
```
120
H80O40 ωB97M-V/def2-TZVPD
H -0.64 -3.80 -4.31
H -1.35 -2.91 -5.49
O -0.59 -3.23 -5.09
H 0.57 4.01 3.99
H -0.47 5.01 4.35
O -0.35 4.19 3.90
H -1.97 1.19 -2.79
H -3.49 0.99 -2.92
O -2.60 0.78 -3.26
H -4.03 2.54 0.84
H -2.95 3.59 1.18
O -3.55 3.03 1.52
H 0.67 -1.78 5.85
H 1.06 -0.39 6.67
O 1.34 -0.94 5.96
H -2.41 0.76 6.10
O -1.92 1.60 5.99
H 3.81 2.78 4.70
O 3.93 2.28 3.78
H -0.44 0.46 4.84
H 0.08 -0.54 3.93
O -0.15 0.32 3.93
H 5.62 -1.50 1.42
H 6.17 -1.66 2.88
O 6.46 -1.62 1.98
H -1.61 0.16 -5.35
H -0.59 0.90 -4.65
O -0.60 0.47 -5.46
H 0.80 4.50 2.56
H 1.62 5.90 2.77
O 1.63 5.06 2.22
H 0.32 0.09 -2.35
O -0.08 0.57 -1.73
H -5.52 -1.69 2.29
H -5.36 -3.04 1.56
O -5.86 -2.58 2.21
H 2.82 -4.80 -2.29
H 1.73 -4.11 -2.66
O 2.53 -4.22 -3.07
H -5.17 1.73 -2.04
H -5.35 3.34 -1.70
O -5.57 2.45 -1.57
H 3.42 3.31 -1.54
H 2.45 3.17 -2.80
O 3.29 3.51 -2.60
H -0.51 -2.53 0.15
H -1.79 -1.83 0.85
O -1.03 -2.49 0.89
H -0.09 5.08 1.17
H 0.46 4.70 -0.13
O -0.34 4.92 0.25
H 1.83 -2.37 -2.08
O 1.70 -2.85 -1.31
H -2.23 1.28 2.07
H -1.28 0.22 1.19
O -2.04 0.24 1.93
H 2.08 5.50 -2.66
O 1.57 5.28 -1.88
H -5.09 -0.15 3.34
H -3.52 -0.14 2.86
O -4.45 0.06 2.74
H 3.51 -0.97 -0.71
H 4.76 -1.64 -0.82
O 3.93 -1.86 -0.53
H -2.24 -3.52 2.07
H -3.26 -4.57 2.44
O -2.55 -3.99 2.79
H 0.58 -3.00 3.06
H 0.87 -1.67 3.87
O 1.16 -2.64 3.66
H 1.09 0.48 0.86
H 0.39 0.55 2.39
O 1.15 0.52 1.74
H 0.49 -0.53 -5.86
H 2.22 -0.68 -6.15
O 1.41 -1.21 -5.86
H 5.99 2.55 -0.17
H 5.23 3.37 -1.21
O 5.81 2.48 -1.17
H -2.05 -1.02 3.30
H -3.13 -2.16 3.70
O -2.58 -1.47 3.98
H -2.86 -1.31 -3.03
H -1.47 -1.92 -3.70
O -2.44 -2.04 -3.47
H 1.33 -0.94 -4.45
H 0.87 -2.02 -3.28
O 1.12 -1.10 -3.44
H 3.26 -4.03 1.85
O 3.08 -3.97 0.85
H 2.36 2.29 -0.17
H 3.15 0.95 0.55
O 2.65 1.36 -0.25
H 2.41 -2.57 -0.67
H -1.33 1.73 5.29
H 1.33 6.08 -1.49
H 3.14 2.72 3.42
H 0.33 1.32 -1.53
H 2.22 -3.80 0.81
O -4.58 0.05 -0.03
H -4.66 -0.24 0.95
H -4.88 1.04 -0.07
O -2.07 -0.50 -0.35
H -3.07 -0.26 -0.05
H -1.83 -0.27 -1.28
O 1.75 1.54 -3.67
H 1.84 1.67 -4.62
H 2.41 0.82 -3.59
O -3.25 -3.76 0.36
H -4.06 -4.09 -0.06
H -2.97 -3.42 -0.50
O 2.09 -6.05 -0.72
H 1.95 -5.18 -0.34
H 1.37 -6.37 -0.23
O 3.72 -0.79 -4.85
H 3.03 -1.42 -4.41
H 4.55 -1.27 -4.69
O -2.28 3.74 -1.36
H -2.59 4.24 -0.69
H -1.38 3.99 -1.54
```

Its total energy is -83189.7197 eV. For the energy above the lowest of the compared OMol25 structures with the same formula, charge and spin, the calculation gives 16.096 eV. Its spin multiplicity is 1. The calculation puts the gap between HOMO and LUMO at 9.1 eV.



No. 2
# H80O40

A 40-piece molecular cluster, H80O40 overall (ωB97M-V/def2-TZVPD, the Open Molecules 2025 dataset).

The geometry in XYZ format:
```
120
H80O40 ωB97M-V/def2-TZVPD
H 4.23 -2.39 -2.57
H 3.30 -2.59 -1.37
O 3.37 -2.35 -2.33
H 0.52 -3.04 -1.19
H 0.80 -4.20 -2.09
O 0.05 -3.89 -1.47
H 1.28 3.85 -0.73
H 1.00 2.41 -1.09
O 0.50 3.26 -0.92
H 2.89 -1.08 0.06
H 1.42 -1.95 0.22
O 2.06 -1.20 0.56
H -2.32 -5.14 -3.71
H -1.55 -4.14 -2.76
O -2.33 -4.83 -2.78
H -1.19 0.74 0.88
O -0.77 0.34 1.66
H 2.53 -0.09 1.99
O 3.41 0.35 1.77
H -2.24 3.52 -0.54
H -3.34 2.68 -1.02
O -2.74 3.35 -1.27
H -0.53 -3.46 5.86
H 0.13 -2.21 5.38
O 0.10 -2.77 6.14
H 0.37 5.45 -4.24
H -0.34 5.19 -2.99
O -0.10 5.88 -3.59
H 3.78 -0.39 -3.17
H 3.62 1.11 -2.64
O 3.61 0.49 -3.42
H -3.29 -0.06 -4.02
O -2.51 -0.28 -4.51
H 5.81 -1.31 3.53
H 4.48 -1.33 4.22
O 5.09 -0.77 3.69
H 0.80 -2.66 3.56
H 1.13 -1.48 2.63
O 1.18 -1.75 3.61
H 0.94 0.73 4.34
H 0.32 0.88 2.96
O 0.76 1.43 3.65
H -1.88 2.26 1.80
H -2.07 3.76 1.38
O -2.46 2.89 1.45
H -2.82 -1.44 -2.59
H -1.54 -2.19 -2.20
O -1.90 -1.31 -2.39
H 2.50 -4.40 1.01
H 2.39 -5.32 2.32
O 2.04 -4.48 1.91
H 5.74 2.70 -1.72
O 5.21 1.93 -1.83
H -3.09 -3.46 1.06
H -4.57 -2.76 1.12
O -3.73 -2.94 1.67
H -2.63 -1.72 3.44
O -1.78 -1.94 3.82
H -5.11 4.01 -1.26
H -5.06 2.93 -2.45
O -5.33 3.22 -1.59
H -0.58 3.70 4.70
H 0.66 3.56 3.85
O 0.19 4.16 4.42
H -1.36 5.68 1.02
H -1.83 5.33 -0.40
O -1.20 5.10 0.31
H 2.23 -4.50 -1.32
H 2.84 -5.95 -1.95
O 2.76 -5.24 -1.08
H -3.44 1.93 -3.19
H -4.16 2.96 -3.65
O -3.91 2.00 -4.02
H 2.40 -0.20 -1.82
H 1.42 -0.94 -2.77
O 1.52 -0.64 -1.85
H 0.93 -0.48 6.33
H 2.10 0.62 6.03
O 1.53 -0.21 5.62
H -4.77 -0.87 -1.87
H -5.38 0.64 -1.71
O -4.81 0.04 -2.18
H -0.36 -1.30 -4.24
H 0.53 -0.41 -5.22
O 0.51 -1.23 -4.61
H -4.39 2.26 0.78
H -4.73 0.99 1.56
O -4.78 1.35 0.73
H -2.29 0.77 3.98
O -2.21 1.29 4.87
H 2.15 0.89 0.17
H 2.67 2.29 -0.50
O 2.41 1.36 -0.66
H 5.67 1.27 -2.34
H 0.02 -0.02 1.27
H -1.16 -1.24 4.00
H 3.79 0.48 2.62
H -1.72 0.01 -4.11
H -2.37 0.65 5.52
O 6.21 1.45 2.46
H 5.35 1.22 2.80
H 5.93 1.13 1.62
O 1.67 -3.71 -3.99
H 0.92 -3.31 -4.40
H 2.25 -3.08 -3.71
O -1.41 1.05 -0.83
H -1.81 0.23 -1.01
H -0.53 0.90 -1.30
O 2.34 3.45 2.42
H 1.76 2.68 2.44
H 1.87 4.17 1.90
O -4.50 -2.63 -2.86
H -4.52 -3.56 -3.05
H -4.98 -2.02 -3.41
O -0.06 -2.85 1.33
H 0.69 -3.31 1.68
H -0.78 -3.22 1.78
O -0.17 2.19 -2.99
H -0.94 2.66 -2.50
H -0.28 2.43 -3.87
```

Its total energy is -83194.3746 eV. For the energy above the lowest of the compared OMol25 structures with the same formula, charge and spin, the calculation gives 11.441 eV. Its spin multiplicity is 1. The calculation puts the gap between HOMO and LUMO at 9.7 eV.



No. 3
# H80O40

A 40-piece molecular cluster, H80O40 overall (ωB97M-V/def2-TZVPD, the Open Molecules 2025 dataset).

The geometry in XYZ format:
```
120
H80O40 ωB97M-V/def2-TZVPD
H 0.99 -0.24 -0.06
H 1.16 0.88 0.76
O 0.85 0.71 -0.15
H 3.62 1.01 -3.53
H 3.26 2.19 -4.34
O 3.67 2.00 -3.48
H -0.47 -1.20 -0.24
H -1.30 -0.05 -0.96
O -1.24 -1.01 -0.77
H 1.30 -4.38 4.22
H 1.48 -3.23 5.08
O 0.93 -4.01 5.04
H 4.76 -0.48 -3.78
H 3.81 -1.52 -3.71
O 4.04 -0.71 -3.18
H -1.63 -2.79 -4.03
O -1.36 -2.41 -3.19
H -2.77 -2.72 3.81
O -2.38 -2.60 4.68
H -5.83 -0.36 -0.34
H -4.59 0.33 0.19
O -4.87 -0.43 -0.34
H 0.73 3.04 0.61
H 1.09 2.77 -0.78
O 0.43 3.27 -0.28
H 2.67 -3.14 -3.94
H 3.52 -3.64 -5.15
O 3.38 -2.90 -4.55
H 1.24 -3.46 2.24
H 2.55 -3.95 2.56
O 1.94 -3.25 2.88
H -0.73 1.10 -6.06
O 0.21 1.00 -5.90
H -1.22 -0.11 4.17
H -0.12 0.74 4.73
O -1.00 0.79 4.30
H -3.17 2.03 3.60
H -4.54 1.43 3.87
O -4.10 2.15 3.42
H 1.08 -4.27 -2.61
H 0.16 -3.39 -3.36
O 1.05 -3.78 -3.44
H 0.73 -6.72 -0.98
H 0.86 -6.70 0.55
O 1.35 -6.85 -0.27
H -2.11 0.41 2.72
H -2.93 0.80 1.54
O -2.82 0.08 2.16
H -0.65 -4.81 0.77
H -0.94 -4.01 1.86
O -0.59 -4.91 1.74
H 3.10 5.12 1.43
O 2.53 5.41 0.71
H -2.65 2.19 -0.81
H -1.20 2.07 -0.39
O -1.96 1.52 -0.67
H -3.77 2.58 -3.29
O -4.58 2.97 -3.62
H -0.54 2.87 5.26
H 0.12 3.96 5.76
O -0.34 3.77 4.94
H 1.33 1.43 3.13
H 1.94 1.75 4.32
O 1.51 0.95 3.96
H -0.66 1.71 -3.53
H -1.88 1.25 -2.71
O -1.52 1.30 -3.61
H -1.72 -2.46 2.56
H -1.93 -1.25 1.63
O -1.36 -2.03 1.79
H -3.25 -2.15 -0.06
H -2.55 -2.30 -1.28
O -3.32 -2.70 -0.83
H -0.82 4.12 -2.60
H -1.56 4.46 -1.32
O -1.70 4.31 -2.26
H 4.17 2.54 -1.69
H 3.32 1.59 -0.95
O 4.13 2.10 -0.83
H 0.25 5.48 1.39
H 0.34 6.78 0.61
O -0.19 5.99 0.71
H 2.90 -1.35 0.14
H 3.66 -1.88 -0.97
O 3.26 -2.21 -0.15
H 4.10 2.19 1.52
H 3.65 1.58 2.84
O 3.56 2.38 2.30
H 6.27 0.47 -1.18
O 6.69 1.19 -0.71
H -0.52 3.70 1.74
H 0.08 3.43 3.31
O 0.20 3.59 2.35
H 1.76 4.84 0.67
H -0.79 -1.63 -3.21
H -4.30 3.17 -4.51
H -2.13 -3.40 5.14
H 0.57 1.41 -6.69
H 6.29 2.01 -0.97
O -4.58 -2.80 2.03
H -4.11 -2.16 1.50
H -5.27 -3.19 1.49
O 1.86 -0.58 1.99
H 2.19 -0.60 2.90
H 1.26 -1.33 1.93
O -4.06 3.79 1.24
H -4.03 2.99 1.81
H -4.23 4.37 1.99
O 2.77 -4.75 0.81
H 2.61 -3.99 0.24
H 2.35 -5.50 0.35
O -3.69 -0.87 -4.79
H -3.00 -0.76 -4.13
H -4.38 -1.30 -4.28
O 1.33 3.39 -2.89
H 2.08 3.04 -3.38
H 1.48 4.30 -2.64
O -0.45 -3.75 -1.11
H -1.23 -3.23 -1.42
H -0.90 -4.60 -1.11
```

Its total energy is -83199.4708 eV. For the energy above the lowest of the compared OMol25 structures with the same formula, charge and spin, the calculation gives 6.345 eV. Its spin multiplicity is 1. The calculation puts the gap between HOMO and LUMO at 9.9 eV.



No. 4
# H80O40

A 40-piece molecular cluster, H80O40 overall (ωB97M-V/def2-TZVPD, the Open Molecules 2025 dataset).

The geometry in XYZ format:
```
120
H80O40 ωB97M-V/def2-TZVPD
H -4.16 -3.77 -2.91
H -4.85 -3.52 -1.45
O -4.46 -3.14 -2.26
H -1.51 -1.98 2.50
H -1.27 -3.31 3.38
O -1.62 -2.93 2.57
H 2.94 -0.32 -5.54
H 3.26 1.12 -5.56
O 3.65 0.29 -5.32
H 3.23 -2.19 -1.73
H 2.24 -3.21 -1.72
O 3.04 -3.06 -2.24
H -3.22 0.86 -0.28
H -2.32 0.22 0.59
O -2.77 0.00 -0.29
H -1.28 3.01 -2.55
O -0.68 3.08 -1.78
H 1.99 -2.32 2.47
O 1.21 -1.82 2.84
H 1.57 1.86 -4.22
H 0.67 2.31 -5.28
O 1.37 2.68 -4.73
H 3.17 2.10 0.79
H 4.26 2.92 0.26
O 3.31 2.92 0.22
H -5.29 1.60 1.76
H -3.85 2.44 1.82
O -4.39 1.73 1.46
H 3.58 -1.33 5.16
H 3.30 0.29 5.29
O 3.81 -0.44 4.84
H -5.39 -0.61 1.52
O -6.36 -0.51 1.39
H 0.37 -3.89 -2.85
H -0.30 -3.40 -1.55
O -0.37 -4.11 -2.26
H 4.14 0.94 -2.80
H 4.17 1.92 -1.34
O 4.11 1.11 -1.85
H -1.33 5.29 -0.97
H -2.94 5.76 -0.86
O -2.04 5.77 -0.54
H 2.60 -2.46 -3.57
H 3.10 -3.18 -4.67
O 2.62 -2.36 -4.61
H -0.66 -1.72 4.51
H -0.44 -0.92 5.80
O -0.88 -0.86 4.93
H 3.68 -3.09 0.93
H 2.41 -2.63 0.33
O 2.76 -3.31 0.92
H -3.85 3.43 -2.02
O -4.53 3.60 -1.39
H 1.45 -6.38 2.05
H 0.30 -5.90 1.15
O 0.87 -5.65 1.88
H -1.67 -2.30 -0.19
O -0.72 -2.38 -0.35
H -2.95 0.82 -3.62
H -4.64 1.23 -3.78
O -3.71 1.35 -3.65
H -1.24 0.30 -1.63
H -1.16 0.36 -3.30
O -0.76 0.44 -2.45
H 3.16 0.40 1.51
H 2.45 1.21 2.58
O 2.37 1.00 1.65
H 0.02 -4.70 4.01
H 0.93 -3.34 4.21
O 0.16 -3.85 4.43
H -1.37 1.68 -4.98
H -2.38 2.70 -5.04
O -1.45 2.64 -4.77
H 2.61 3.92 -2.81
H 4.13 4.35 -3.46
O 3.38 4.36 -2.87
H 5.81 2.25 2.74
H 4.83 3.03 3.44
O 4.85 2.44 2.67
H -4.77 -2.89 1.90
H -3.57 -3.15 1.09
O -4.53 -3.18 1.00
H -1.81 0.46 2.89
H -0.43 0.10 2.14
O -1.40 0.11 2.08
H -3.52 -1.71 3.18
H -4.30 -2.50 4.36
O -4.41 -1.96 3.56
H -0.58 -2.47 -4.61
O -0.14 -1.64 -4.49
H 4.19 -0.87 2.94
H 5.12 -1.17 1.99
O 4.15 -1.07 1.99
H -4.27 3.82 -0.51
H -0.15 2.33 -2.11
H -0.48 -2.70 0.54
H 1.69 -1.00 3.04
H -6.31 -0.94 0.52
H -0.31 -1.52 -3.55
O -1.70 3.74 4.17
H -0.84 4.19 4.10
H -1.78 3.04 4.82
O 2.02 0.66 -3.02
H 1.20 0.36 -2.60
H 2.24 1.26 -2.28
O 0.70 0.99 3.91
H -0.13 0.46 3.77
H 1.10 0.68 4.73
O -2.81 -1.14 -3.05
H -3.30 -1.98 -3.07
H -2.99 -0.79 -2.16
O -1.42 1.99 0.67
H -0.83 2.06 1.44
H -1.08 2.75 0.16
O 2.14 4.16 4.66
H 2.27 3.31 5.10
H 1.52 4.08 3.93
O 4.24 -1.18 -0.90
H 4.84 -1.05 -1.65
H 3.92 -0.29 -0.72
```

Its total energy is -83196.4478 eV. For the energy above the lowest of the compared OMol25 structures with the same formula, charge and spin, the calculation gives 9.368 eV. Its spin multiplicity is 1. The calculation puts the gap between HOMO and LUMO at 8.0 eV.



Number 1: E_LUMO -0.789 eV. Number 2: E_LUMO -0.609 eV. Number 3: E_LUMO -0.506 eV. Number 4: E_LUMO -1.501 eV.